(1)
Formula: C25H31N3O4
Source: the Open Molecules 2025 dataset
Level of theory: the ωB97M-V functional and the def2-TZVPD basis

Values from the calculation:
Net charge: 0
Structure (SMILES): COc1ccc2c(c1)c([C@@H](O)CN1CCN(Cc3ccc4c(c3)OCO4)CC1)c(C)n2C
HOMO-LUMO gap, eV: 8.1
E, a.u.: -1436.4329
Spin multiplicity: 1
HOMO energy, eV: -7.369
Relative energy (zero: lowest compared OMol25 entry of this formula, charge and spin), kJ/mol: 409.7

Cartesian coordinates (Å):
O  3.1951  3.6497  -2.0442
O  -6.3133  1.8959  -0.9268
O  -6.7951  1.9755  1.3256
O  3.1051  -3.0835  -0.8342
N  -2.2038  -1.2829  -1.3241
N  0.5547  -2.1831  -0.8721
N  3.3905  0.0745  2.1034
C  -5.6009  0.9216  -0.2766
C  3.4572  2.4989  1.4618
C  -4.4202  -0.8366  1.4504
C  -4.1304  -0.8957  0.0976
C  -5.8936  0.9696  1.0882
C  -0.4278  -3.0114  -1.5557
C  -5.3126  0.0981  1.9743
C  3.3182  -2.4062  2.0815
C  1.5226  -1.5269  -1.7415
C  -0.1180  -1.2827  0.0557
C  -4.7277  0.0010  -0.7946
C  3.2737  -1.0938  1.3808
C  -1.2359  -0.4630  -0.6114
C  -7.0598  2.5600  0.0688
C  3.2520  2.8579  -0.9238
C  2.9344  -1.7187  -1.1296
C  3.3594  1.1346  1.2379
C  -1.5197  -2.1766  -2.2414
C  3.1549  1.4948  -1.1537
C  3.2013  0.6203  -0.0727
C  3.1370  -0.8028  0.0478
C  3.3286  5.0389  -1.8944
C  3.3979  3.3525  0.3782
C  3.5562  0.1527  3.5261
C  -3.1762  -1.9233  -0.4556
H  -0.8855  -3.6641  -0.8039
H  2.2437  -3.3730  -0.4929
H  -8.1351  2.4753  -0.1579
H  4.2908  5.3077  -1.4448
H  -2.7237  -2.4869  0.3758
H  2.8497  -0.5099  4.0289
H  1.5135  -2.0124  -2.7202
H  -1.7655  0.1283  0.1377
H  0.0824  -3.6433  -2.2855
H  4.5721  -0.1254  3.8252
H  3.6858  -1.4691  -1.8904
H  -3.7435  -2.6330  -1.0672
H  3.4743  4.4137  0.5538
H  3.5842  2.9052  2.4545
H  1.3193  -0.4614  -1.8791
H  -3.9474  -1.5341  2.1258
H  4.0936  -2.4043  2.8460
H  3.5376  -3.1912  1.3656
H  3.2781  5.4498  -2.9020
H  2.3633  -2.6243  2.5633
H  -4.4922  -0.0337  -1.8441
H  0.6228  -0.6127  0.4921
H  -2.2542  -2.8295  -2.7181
H  -0.5392  -1.8976  0.8584
H  -0.7959  0.2259  -1.3397
H  3.0604  1.1427  -2.1683
H  -6.7788  3.6256  0.0915
H  3.3671  1.1729  3.8528
H  -5.5373  0.1387  3.0267
H  2.5166  5.4630  -1.2933
H  -1.0610  -1.5529  -3.0164


(2)
Formula: C25H31N5PtSi2
Source: the Open Molecules 2025 dataset
Level of theory: the ωB97M-V functional and the def2-TZVPD basis

Values from the calculation:
Net charge: +2
HOMO-LUMO gap, eV: 4.7
E, a.u.: -1942.7937
Spin multiplicity: 1
HOMO energy, eV: -14.027

Cartesian coordinates (Å):
Pt  -0.4302  -0.5106  0.1865
Si  1.2766  3.0980  0.7902
Si  1.2434  1.8564  -2.5785
N  -2.3281  0.2243  0.1204
N  1.4791  -1.1733  0.1925
N  -1.0597  -2.2193  0.8211
N  1.0242  -3.4075  0.9741
N  -3.4168  -1.7833  0.9302
C  -0.2453  -3.3033  1.0891
C  0.9438  2.1795  2.3561
C  -0.8219  -5.6768  1.9481
C  3.0395  3.6091  0.5925
C  -2.4251  -3.9189  1.5461
C  -3.1948  -6.0077  2.3326
C  -2.5044  1.5043  -0.3072
C  0.0450  4.4696  0.5178
C  -4.6916  0.1116  0.4072
C  0.8810  0.1497  -3.1786
C  4.1695  -1.8488  0.0810
C  0.8601  1.8776  -0.6708
C  2.4276  -0.2955  -0.2067
C  -3.4870  -4.7047  1.9304
C  0.0107  3.0956  -3.2264
C  1.8657  -2.4179  0.5494
C  -3.7132  2.1236  -0.3944
C  -4.8497  1.3987  -0.0231
C  -1.8881  -6.4844  2.3412
C  3.0081  2.3541  -2.7923
C  3.7548  -0.5592  -0.2878
C  -1.1250  -4.3927  1.5549
C  -2.3905  -2.5204  1.0707
C  3.2327  -2.7532  0.4904
C  -3.4229  -0.4844  0.4805
H  4.4502  0.1982  -0.6204
H  -0.9982  2.6816  -3.2350
H  -0.0307  1.6856  2.3305
H  3.4926  -3.7595  0.7846
H  0.0063  4.0424  -2.6861
H  -1.6155  2.0528  -0.5966
H  3.2035  3.3711  -2.4521
H  -4.4994  -4.3242  1.9190
H  0.1198  1.1043  -0.3767
H  -0.0907  -0.2034  -2.8248
H  3.7233  2.7592  0.6217
H  3.2340  2.3135  -3.8611
H  -3.7713  3.1446  -0.7429
H  5.2162  -2.1178  0.0396
H  3.2154  4.1671  -0.3272
H  0.1973  -6.0383  1.9508
H  0.8500  0.1489  -4.2714
H  -0.9581  4.1613  0.8143
H  2.0735  0.7220  -0.4838
H  0.3673  5.2874  1.1686
H  3.6929  1.6761  -2.2798
H  -5.8325  1.8470  -0.0761
H  1.7111  1.4313  2.5666
H  0.9321  2.8819  3.1936
H  0.3149  3.2975  -4.2574
H  -5.5270  -0.5034  0.7083
H  3.2867  4.2660  1.4306
H  -1.6994  -7.5008  2.6590
H  -3.9973  -6.6626  2.6437
H  0.0182  4.8456  -0.5051
H  1.6474  -0.5656  -2.8716


(3)
Formula: C25H31NO3
Source: the Open Molecules 2025 dataset
Level of theory: the ωB97M-V functional and the def2-TZVPD basis

Values from the calculation:
Net charge: 0
Structure (SMILES): CCOC(=O)C1(CCOc2ccccc2)CCN(C2Cc3ccccc3C2)CC1
HOMO-LUMO gap, eV: 9.1
E, a.u.: -1251.7367
Spin multiplicity: 1
HOMO energy, eV: -8.348
Relative energy (zero: lowest compared OMol25 entry of this formula, charge and spin), kJ/mol: 27.5

Cartesian coordinates (Å):
O  0.8791  2.9342  0.8339
O  1.4436  1.5572  -0.8366
O  3.5169  -0.9613  1.0293
N  -1.7943  -0.5512  0.4845
C  4.6385  -2.5231  -0.2921
C  6.7215  -2.0236  -1.3712
C  -0.4917  0.7563  2.0559
C  -7.7738  -1.0071  -0.1219
C  3.1876  3.1401  -1.4642
C  -1.7212  0.7314  1.1518
C  -7.5771  -0.2252  -1.2472
C  1.9862  0.4545  2.2028
C  0.7897  0.5582  1.2324
C  -3.7786  0.1185  -1.0024
C  -6.6982  -1.3957  0.6647
C  5.6339  -0.3514  -0.0236
C  1.7541  2.6724  -1.6725
C  4.5987  -1.2377  0.2520
C  -0.6687  -0.6919  -0.4165
C  3.3535  0.3475  1.5314
C  6.6852  -0.7513  -0.8335
C  -3.0725  -0.9156  -0.0849
C  -5.4287  -0.9910  0.3050
C  -4.1257  -1.2790  0.9852
C  -6.3010  0.1853  -1.6074
C  5.6913  -2.9095  -1.0938
C  0.6346  -0.7027  0.3805
C  1.0219  1.8176  0.4030
C  -5.2310  -0.2025  -0.8264
H  1.4747  -0.8098  -0.3029
H  -6.1496  0.7951  -2.4865
H  3.4401  1.0796  0.7198
H  7.5454  -2.3255  -1.9997
H  3.8804  2.3181  -1.6331
H  3.4141  3.9412  -2.1621
H  1.8490  -0.4231  2.8361
H  -1.6457  1.5691  0.4338
H  -3.4508  0.0438  -2.0398
H  5.7093  -3.9070  -1.5072
H  1.0553  3.4862  -1.4525
H  -2.8948  -1.8179  -0.6817
H  -4.0345  -2.3165  1.3050
H  -0.4435  1.7119  2.5798
H  -4.0164  -0.6509  1.8717
H  4.1375  0.5592  2.2738
H  0.6248  -1.5630  1.0507
H  1.6037  2.3145  -2.6933
H  -2.6176  0.8835  1.7548
H  -0.6389  0.1206  -1.1639
H  1.9883  1.3440  2.8359
H  5.6388  0.6452  0.3899
H  -3.5833  1.1374  -0.6585
H  -8.7726  -1.3207  0.1446
H  -8.4235  0.0665  -1.8518
H  -0.5729  -0.0484  2.7871
H  -0.7624  -1.6394  -0.9527
H  -6.8532  -2.0089  1.5407
H  7.4843  -0.0540  -1.0395
H  3.8275  -3.1976  -0.0665
H  3.3129  3.5138  -0.4503


Which formula does entry 1 have?
C25H31N3O4


Which of these has the lowest HOMO energy?
C25H31N5PtSi2